Here is 4 unconnected molecules or ions with the total composition C45H62ClF24N3O5P in a non-equilibrium geometry from OMol25. Energies are from ωB97M-V/def2-TZVPD.

Each line ends with the Löwdin charge.
Cartesian coordinates (Å):
C1 -1.10384 -2.46937 6.17623  0.050
C2 -0.38477 -1.80712 5.26487  -0.162
N1 -0.15397 -2.37067 3.95280  -0.112
C3 -0.73855 -1.88174 2.88008  -0.281
N2 -1.55977 -0.70326 3.05349  0.000
C4 -3.01503 -0.93005 3.07755  -0.158
C5 -3.64090 -1.00725 4.49001  -0.208
C6 -4.39544 -2.33313 4.66077  -0.102
C7 -1.02022 0.09337 1.94338  -0.232
C8 -1.48273 1.54981 1.79593  -0.270
C9 -2.60487 1.79424 0.77051  -0.079
C10 -0.26221 2.50657 1.59447  -0.179
C11 -0.32373 3.28631 0.24034  -0.091
C12 -0.94545 -0.90271 0.76286  -0.551
Cl1 -2.46662 -1.28896 -0.13480  0.829
C13 0.27441 -0.70424 -0.19975  -0.131
C14 -0.03227 -0.98123 -1.67645  -0.175
C15 1.18493 -1.04444 -2.61754  -0.220
C16 2.50344 -0.96604 -2.26034  -0.043
C17 3.44877 -1.12281 -3.25957  -0.099
C18 3.09256 -1.34774 -4.53468  -0.090
C19 1.77349 -1.39500 -4.90231  -0.057
C20 0.84527 -1.24810 -3.92486  -0.060
N3 -0.71602 -2.15005 1.57622  -0.004
C21 -0.32266 -3.38114 0.88970  -0.168
C22 -1.00446 -4.69342 1.31966  -0.175
C23 -2.46252 -4.58126 1.80753  -0.176
C24 -3.41114 -4.48329 0.57574  -0.195
C25 -3.83843 -5.90818 0.21720  -0.180
O1 -4.39672 -6.07674 -1.08864  -0.014
C26 -4.91614 -4.93151 -1.65883  -0.495
C27 -6.23875 -4.35228 -1.17805  0.023
O2 -4.28927 -4.36939 -2.54427  0.104
P1 0.99286 -3.73344 3.79557  1.028
C28 0.47751 -5.14379 4.85649  -0.253
C29 2.55545 -3.06114 4.52947  -0.369
C30 2.61321 -3.01347 6.08880  -0.147
H1 -1.08947 -3.54157 6.33693  0.061
H2 -1.78394 -1.89303 6.79817  0.079
H3 0.08874 -0.86815 5.53171  0.132
H4 -3.46004 -0.05667 2.60234  0.104
H5 -3.33918 -1.77332 2.46132  0.083
H6 -2.92482 -0.80386 5.27915  0.075
H7 -4.39860 -0.22307 4.55726  0.109
H8 -5.04838 -2.33240 5.53346  0.076
H9 -5.07485 -2.42412 3.80568  0.076
H10 -3.75190 -3.21639 4.63186  0.059
H11 0.03764 0.15028 2.24371  0.152
H12 -1.89630 1.84052 2.76757  0.143
H13 -2.27137 1.51494 -0.22729  0.057
H14 -3.50795 1.23193 1.01094  0.061
H15 -2.87535 2.84804 0.79298  0.087
H16 0.69094 1.97139 1.61113  0.088
H17 -0.20733 3.22190 2.40805  0.081
H18 -0.48313 2.61934 -0.60663  0.067
H19 -1.03452 4.10900 0.27771  0.075
H20 0.65238 3.74750 0.08874  0.049
H21 0.56284 0.34937 -0.12180  0.115
H22 1.12792 -1.28692 0.15015  0.119
H23 -0.66867 -0.17205 -2.03552  0.114
H24 -0.51296 -1.94619 -1.82731  0.091
H25 2.79242 -0.80400 -1.23014  0.092
H26 4.50615 -1.09893 -3.02078  0.106
H27 3.82721 -1.50257 -5.31580  0.118
H28 1.44493 -1.58423 -5.91771  0.095
H29 -0.19966 -1.31760 -4.21313  0.126
H30 0.75285 -3.53029 1.01373  0.096
H31 -0.45963 -3.27296 -0.18338  0.107
H32 -0.44070 -5.25998 2.06040  0.069
H33 -1.02919 -5.32806 0.42933  0.121
H34 -2.69454 -5.53669 2.29149  0.112
H35 -2.63354 -3.79448 2.54182  0.073
H36 -4.27514 -3.84931 0.78249  0.103
H37 -2.81353 -4.05388 -0.22626  0.080
H38 -2.92631 -6.51326 0.23032  0.125
H39 -4.46906 -6.32880 1.00937  0.133
H40 -7.07658 -4.82537 -1.68720  0.095
H41 -6.31150 -4.46269 -0.09382  0.078
H42 -6.20581 -3.29178 -1.41089  0.089
H43 -0.60554 -5.24159 4.93285  0.041
H44 0.88568 -6.03832 4.38313  0.047
H45 0.89246 -5.10294 5.86656  0.036
H46 3.34218 -3.72677 4.17376  0.072
H47 2.73593 -2.05165 4.15851  0.073
H48 2.97577 -2.04630 6.43617  0.073
H49 3.34909 -3.74213 6.43362  0.074
H50 1.66573 -3.23495 6.57433  0.035
C31 -1.99331 -1.47094 -10.45956  -0.037
C32 -0.72617 -2.05932 -9.80345  -0.441
C33 -0.40428 -1.63038 -8.36946  -0.302
F1 -0.16890 -0.31121 -8.26683  0.098
F2 0.72449 -2.26342 -7.95333  0.077
F3 0.33522 -1.83639 -10.60542  0.137
F4 -0.90855 -3.40960 -9.76221  0.106
O3 -1.83598 -0.37344 -11.35361  0.045
C34 -1.81666 0.93100 -10.89402  -0.535
C35 -0.48458 1.62230 -11.19621  -0.285
F5 0.53965 0.98009 -10.60299  0.101
F6 -0.51096 2.88648 -10.71755  0.101
F7 -2.14050 0.99534 -9.58842  0.146
F8 -2.78502 1.59289 -11.56201  0.149
H51 -2.37166 -2.26822 -11.09833  0.149
H52 -2.78317 -1.28699 -9.73130  0.145
H53 -1.21489 -1.89723 -7.68572  0.173
H54 -0.30388 1.64897 -12.27256  0.177
C36 5.40850 1.46653 -1.45066  -0.050
C37 4.59479 1.88408 -0.22138  -0.437
C38 3.41151 2.80705 -0.47548  -0.311
F9 3.77510 4.00022 -0.96925  0.113
F10 2.76321 3.03513 0.69184  0.079
F11 5.40798 2.40013 0.72212  0.141
F12 4.07691 0.72828 0.30649  0.083
O4 6.62898 2.14573 -1.71421  0.050
C39 6.65063 3.32124 -2.44655  -0.534
C40 7.17748 4.49519 -1.61827  -0.284
F13 6.39705 4.71059 -0.53922  0.098
F14 7.16680 5.61894 -2.36620  0.106
F15 5.44843 3.57908 -2.99105  0.152
F16 7.50207 3.12263 -3.47309  0.153
H55 5.72491 0.44360 -1.24523  0.147
H56 4.77671 1.39971 -2.33732  0.136
H57 2.70020 2.34009 -1.16615  0.172
H58 8.19646 4.29771 -1.27961  0.177
C41 1.66102 6.93992 3.68948  -0.035
C42 0.54645 5.90839 3.41442  -0.431
C43 -0.86206 6.44635 3.14910  -0.298
F17 -1.36279 7.10686 4.20227  0.110
F18 -1.69637 5.39977 2.90110  0.081
F19 0.52738 4.99637 4.41289  0.128
F20 0.91262 5.23722 2.28378  0.091
O5 2.03707 7.17299 5.04256  0.044
C44 1.37510 8.10760 5.82191  -0.535
C45 0.70198 7.46112 7.03544  -0.286
F21 -0.21072 6.54520 6.65266  0.097
F22 0.06055 8.40530 7.75595  0.106
F23 0.51507 8.83477 5.08735  0.151
F24 2.31072 8.96475 6.27893  0.152
H59 2.55761 6.50644 3.24673  0.150
H60 1.49641 7.87247 3.14992  0.148
H61 -0.87047 7.10430 2.27606  0.177
H62 1.44505 6.97008 7.66703  0.176

The value obtained for the HOMO energy is -11.367 eV. As for the total energy: -149401.0713 eV. The calculation puts the LUMO energy at -0.0926 Eh. The spin multiplicity is 1. For the gap between HOMO and LUMO, the calculation gives 8.846 eV. As for the net charge: +1.